Below is a cluster of 2 separate species, C12H22BNO6 in total, with properties calculated with the ωB97M-V functional and the def2-TZVPD basis.

XYZ file:
```
42
Properties=species:S:1:pos:R:3:mulliken_charge:R:1
C 0.03 3.19 1.67 -1.101
C -0.62 2.52 0.46 0.278
O 0.27 2.39 -0.65 -0.673
B 1.26 1.45 -0.65 0.824
O 2.57 1.83 -0.46 -0.555
C 0.90 -0.07 -1.06 0.904
C 2.10 -1.02 -1.01 -1.323
C 1.82 -2.47 -1.45 -0.642
C 2.37 -3.54 -0.49 -0.984
C 1.27 -4.27 0.25 -0.619
O 0.65 -3.34 1.11 -0.126
C -0.06 -3.94 2.17 -0.884
C 0.20 -0.10 -2.44 -0.743
O -1.16 -0.39 -2.13 -0.401
C -1.16 -1.05 -0.94 0.673
O -1.94 -1.88 -0.61 -0.546
O -0.15 -0.57 -0.18 -0.549
H -0.15 4.26 1.68 0.327
H 1.11 3.03 1.69 0.313
H -0.39 2.77 2.59 0.311
H -1.44 3.14 0.11 0.084
H -1.05 1.56 0.72 0.071
H 3.05 1.32 0.19 0.307
H 2.48 -1.02 0.02 0.613
H 2.88 -0.57 -1.63 0.332
H 2.29 -2.63 -2.42 0.633
H 0.75 -2.64 -1.59 0.300
H 3.01 -3.08 0.27 0.322
H 2.95 -4.28 -1.05 0.372
H 1.67 -5.11 0.82 0.477
H 0.52 -4.65 -0.47 0.330
H -0.73 -3.19 2.58 0.205
H -0.65 -4.79 1.83 0.365
H 0.63 -4.29 2.95 0.311
H 0.60 -0.90 -3.07 0.329
H 0.22 0.84 -2.99 0.452
C -4.74 5.25 0.52 -0.849
C -3.46 5.34 1.21 0.384
N -2.45 5.40 1.75 -0.368
H -5.35 4.46 0.95 0.269
H -5.27 6.20 0.60 0.306
H -4.58 5.03 -0.54 0.273
```

HOMO-LUMO gap: 10.149 eV
E_HOMO: -9.592 eV
Electronic energy: -27253.3773 eV